C5H8N2OS in the gas phase, computed with wB97M-V/def2-TZVPD.

Structure (XYZ):
```
17
C5H8N2OS wB97M-V/def2-TZVPD
C 1.24782 -1.33714 -0.20370
H 2.55720 1.20455 0.99637
C 0.05280 0.66058 -0.27098
H 3.26540 0.23188 -0.32327
C 2.54945 0.84898 -0.02370
H -0.70317 -2.58101 -0.43744
H 2.59248 1.72795 -0.65723
N 1.34895 0.03283 -0.18496
H -2.66962 1.20407 0.75566
N -0.78986 -0.40475 -0.40042
C -0.07393 -1.59169 -0.40035
C -2.87466 0.18893 0.55429
O -2.07416 -0.28098 -0.54432
S -0.14959 2.27848 -0.30109
H -2.57374 -0.29333 1.47485
H 2.10610 -2.01786 -0.17252
H -3.81147 0.12850 0.13881
```

The relative energy (zero: lowest compared OMol25 entry of this formula, charge and spin) comes out at 90.8 kcal/mol. The value obtained for the LUMO energy is 0.86 eV. The gap between HOMO and LUMO is 8.32 eV. Its SMILES is COn1ccn(C)c1=S. The total energy comes out at -21174.678 eV. The multiplicity is 1.